1.
Formula: C6H7N
Source: the OMol25 dataset
Level of theory: ωB97M-V/def2-TZVPD

Cartesian coordinates (Å):
C (4.11942, -0.47213, -0.57569)
C (-0.06515, 1.06972, -0.83095)
C (-0.42181, 0.65260, 1.45005)
C (0.61782, 0.69600, 0.43474)
C (-0.51148, -0.11439, 0.06193)
C (-1.18420, -1.36185, -0.30056)
N (3.10250, -0.08778, -0.20433)
H (-0.59103, 1.98492, -0.80736)
H (0.38421, 0.89880, -1.87711)
H (-0.51900, 0.17551, 2.43503)
H (-0.98027, 1.65849, 1.65779)
H (-0.65036, -2.21525, 0.03206)
H (-1.13378, -1.55723, -1.47220)
H (-2.16689, -1.32741, -0.00340)

Results
⟨S²⟩: 2.01
HOMO energy (spin up / spin down): -7.65 / -8.91 eV
lowest unoccupied orbital energy (spin up / spin down): 1.15 / -4.31 eV
multiplicity: 3
frontier orbital gap (spin up / spin down): 0.3235 / 0.1688 Ha

2.
Formula: C6H7N
Source: the OMol25 dataset
Level of theory: ωB97M-V/def2-TZVPD

Cartesian coordinates (Å):
C (1.10192, -0.82657, -0.09338)
C (-0.04619, -1.51658, 0.07944)
C (1.13612, 0.59263, -0.06180)
C (-1.04419, 0.67644, 0.01426)
C (1.88459, 1.65695, 0.00418)
C (-1.37907, -0.79095, -0.02481)
N (-1.61777, 1.72712, -0.02018)
H (1.97447, -1.34785, -0.18229)
H (-0.23021, -2.63707, 0.03007)
H (1.33001, 2.53333, 0.14188)
H (2.91359, 1.51737, 0.02210)
H (-1.98343, -0.96169, -0.89329)
H (-1.99694, -1.19215, 0.71296)
H (-2.64238, 1.90944, -0.15077)

Results
⟨S²⟩: 2.01
HOMO energy (spin up / spin down): -4.68 / -8.49 eV
lowest unoccupied orbital energy (spin up / spin down): 0.79 / -1.46 eV
multiplicity: 3
frontier orbital gap (spin up / spin down): 0.2009 / 0.2583 Ha

3.
Formula: C6H7N
Source: the OMol25 dataset
Level of theory: ωB97M-V/def2-TZVPD

Cartesian coordinates (Å):
C (0.21263, -1.00108, 1.57117)
C (-0.19959, -0.02790, 0.57200)
C (0.22038, -2.24963, 2.10032)
C (-0.61917, 1.69703, -1.19969)
C (0.58996, 0.88908, -1.47002)
C (-0.56297, 0.24657, -0.73527)
N (0.77668, 0.31125, 1.36972)
H (0.63596, -2.44283, 3.13699)
H (-0.19458, -3.12050, 1.50464)
H (-0.55810, 2.48111, -0.47502)
H (-1.25472, 1.87923, -1.97620)
H (0.85055, 0.57634, -2.44948)
H (1.35175, 1.13201, -0.77181)
H (-1.24879, -0.37069, -1.17736)

Results
⟨S²⟩: 2.03
HOMO energy (spin up / spin down): -5.47 / -9.48 eV
lowest unoccupied orbital energy (spin up / spin down): 1.00 / -2.07 eV
multiplicity: 3
frontier orbital gap (spin up / spin down): 0.2376 / 0.2722 Ha

Most stable structure, least stable structure: 3, 1.

1.
Formula: C4H15N2O
Source: the OMol25 dataset
Level of theory: ωB97M-V/def2-TZVPD

Cartesian coordinates (Å):
C (1.84457, -0.39879, 1.01005)
N (1.65835, 1.03652, 1.08685)
C (2.41266, -0.74883, -0.38954)
N (-2.75508, -0.53573, -0.07281)
C (-3.88475, 0.07891, 0.52555)
C (1.93183, -0.07986, -1.64520)
H (2.66549, -0.72662, 1.66895)
H (0.98555, -0.96546, 1.38227)
H (1.59322, 1.46345, 2.00927)
H (0.79764, 1.26719, 0.53268)
H (2.37353, -1.81532, -0.59732)
H (-1.88758, -0.01740, 0.07028)
H (-2.73789, -1.53502, -0.22003)
H (-3.70271, 1.15009, 0.34562)
H (-4.87962, -0.09924, 0.09442)
H (-4.08148, -0.06525, 1.58797)
H (0.88194, -0.32731, -1.92347)
H (1.80901, 1.00321, -1.54342)
H (2.64066, -0.32279, -2.43915)
H (-0.73740, 1.49590, -0.73373)
H (3.48164, -0.50752, -0.38195)
O (-0.40958, 0.64984, -0.36729)

Results
HOMO energy: -13.22 eV
charge: +1
lowest unoccupied orbital energy: -9.38 eV
frontier orbital gap: 0.1412 Ha

2.
Formula: C4H15N2O
Source: the OMol25 dataset
Level of theory: ωB97M-V/def2-TZVPD

Cartesian coordinates (Å):
N (-1.47203, -0.52872, 0.46361)
C (-0.56466, -0.22645, 1.60173)
C (0.87699, -0.49734, 1.19138)
N (1.08323, 0.00112, -0.17042)
C (1.67948, 1.33632, -0.12331)
C (1.91454, -0.89399, -0.98230)
H (-1.49289, -1.47083, 0.05283)
H (-2.43812, -0.27193, 0.69530)
H (-1.29091, 0.06600, -0.35745)
H (-0.68611, 0.82720, 1.82031)
H (-0.92029, -0.79421, 2.46377)
H (1.60162, -0.05689, 1.88471)
H (1.05742, -1.56721, 1.23866)
H (1.12118, 1.94606, 0.58336)
H (2.72701, 1.34745, 0.19693)
H (1.55666, 1.77643, -1.10744)
H (2.52747, -1.57558, -0.37797)
H (1.33097, -1.52092, -1.66163)
H (2.63037, -0.35354, -1.58743)
H (-4.09728, 0.40772, -2.50484)
H (-3.67861, 1.47984, -1.53240)
O (-3.46603, 0.56948, -1.78739)

Results
HOMO energy: -12.81 eV
charge: +1
lowest unoccupied orbital energy: -3.17 eV
frontier orbital gap: 0.3544 Ha

Most stable structure, least stable structure: 2, 1.

1.
Formula: C4H15N2O
Source: the OMol25 dataset
Level of theory: ωB97M-V/def2-TZVPD

Cartesian coordinates (Å):
C (-0.19386, -1.11923, -2.07567)
N (0.89812, -1.23361, -3.02048)
C (-0.12195, 0.28250, -1.50931)
N (1.26318, 0.41175, -0.84393)
C (1.23578, 0.16864, 0.65093)
C (1.19169, 1.46074, 1.43136)
H (-1.20366, -1.31747, -2.44863)
H (-0.06523, -1.89044, -1.30891)
H (0.79032, -0.55224, -3.77129)
H (0.99214, -2.09537, -3.54550)
H (-0.12796, 1.00368, -2.31184)
H (-0.81255, 0.51660, -0.74991)
H (1.85425, -0.21257, -1.30649)
H (1.54262, 1.37701, -1.00346)
H (2.04954, -0.49185, 0.93572)
H (0.31749, -0.38792, 0.81267)
H (2.15397, 1.88923, 1.69667)
H (0.63371, 2.25873, 0.93623)
H (0.67758, 1.27436, 2.37018)
H (-4.24997, -0.75400, 5.75465)
H (-4.75522, -0.38854, 4.32686)
O (-4.06999, -0.19999, 4.98015)

Results
HOMO energy: -13.45 eV
charge: +1
lowest unoccupied orbital energy: -2.79 eV
frontier orbital gap: 0.3917 Ha

2.
Formula: C4H15N2O
Source: the OMol25 dataset
Level of theory: ωB97M-V/def2-TZVPD

Cartesian coordinates (Å):
N (0.53407, 2.28405, -1.43064)
C (-0.48191, 1.10121, -1.59965)
C (-1.05080, 0.97337, -0.16657)
N (-0.29748, -0.09716, 0.49363)
C (-0.68478, -1.43915, 0.68243)
C (-0.54573, -1.87789, 2.21848)
H (1.29378, 1.87963, -2.09792)
H (0.28433, 3.28914, -1.55127)
H (1.25073, 0.86263, -0.39395)
H (0.10625, 0.21891, -1.69251)
H (-1.23603, 1.20376, -2.29646)
H (-1.13717, 1.99014, 0.18438)
H (-2.26832, 0.69622, -0.18737)
H (0.25772, 0.48354, 1.15806)
H (-1.69439, -1.69868, 0.30988)
H (-0.01976, -1.95468, -0.02698)
H (-1.07782, -1.02179, 2.70158)
H (0.50146, -1.90291, 2.36445)
H (-1.01141, -3.00450, 2.35500)
H (2.90037, -1.05815, 0.17038)
H (2.19606, -0.55358, -1.06627)
O (2.18083, -0.37410, -0.12870)

Results
HOMO energy: -13.05 eV
charge: +1
lowest unoccupied orbital energy: -4.98 eV
frontier orbital gap: 0.2966 Ha

Most stable structure, least stable structure: 1, 2.

1.
Formula: C4H15N2O
Source: the OMol25 dataset
Level of theory: ωB97M-V/def2-TZVPD

Cartesian coordinates (Å):
N (-1.65426, -0.73818, 0.87424)
C (-0.91591, 0.36238, -0.01053)
C (-1.52695, 0.30849, -1.38039)
C (0.59894, 0.12203, 0.05596)
N (1.27194, 1.03396, -0.81951)
C (2.11617, 2.06913, -0.23858)
H (-0.99045, -1.33286, 1.39558)
H (-2.17027, -0.15248, 1.51974)
H (-2.23729, -1.33787, 0.27531)
H (-1.19811, 1.23781, 0.56432)
H (-1.76398, -0.71923, -1.67131)
H (-0.81727, 0.70711, -2.09632)
H (-2.40675, 0.92805, -1.51374)
H (0.94249, 0.23690, 1.07632)
H (0.78167, -0.91983, -0.23018)
H (1.68947, 0.58112, -1.61300)
H (2.30654, 2.81943, -1.01228)
H (1.56439, 2.60559, 0.53646)
H (3.01509, 1.69880, 0.26734)
H (0.38265, -3.52671, 2.03766)
H (0.69973, -3.18400, 0.58738)
O (0.31216, -2.79964, 1.39553)

Results
HOMO energy: -12.38 eV
charge: +1
lowest unoccupied orbital energy: -3.09 eV
frontier orbital gap: 0.3411 Ha

2.
Formula: C4H15N2O
Source: the OMol25 dataset
Level of theory: ωB97M-V/def2-TZVPD

Cartesian coordinates (Å):
N (0.61112, 0.16294, -2.47870)
C (-0.75907, 0.00010, -1.76670)
C (-0.94652, 1.04365, -0.65252)
N (-0.10083, 0.75196, 0.49201)
C (-0.80149, -0.04400, 1.45061)
C (-0.00299, -0.25468, 2.76652)
H (0.75620, -0.81098, -2.73502)
H (0.38223, 0.66825, -3.33282)
H (1.25443, 0.15358, -1.21869)
H (-0.50209, -0.88159, -1.17477)
H (-1.60910, -0.20267, -2.41328)
H (-0.80684, 2.00408, -1.13558)
H (-1.99942, 0.92898, -0.35006)
H (0.69961, 1.35772, 0.48989)
H (-1.77839, 0.25892, 1.83918)
H (-0.99051, -1.05820, 1.04394)
H (0.02285, 0.71721, 3.27377)
H (0.97611, -0.53946, 2.35226)
H (-0.45647, -0.97148, 3.43770)
H (2.70484, -1.48882, 0.18707)
H (1.21354, -1.03288, 0.02251)
O (2.13280, -0.76262, -0.09730)

Results
HOMO energy: -13.19 eV
charge: +1
lowest unoccupied orbital energy: -3.67 eV
frontier orbital gap: 0.3499 Ha

Most stable structure, least stable structure: 1, 2.